Model A:
Density functional theory data (the ωB97M-V functional and the def2-TZVPD basis) for one molecule with the formula C3H6N2O.

Last column: Mulliken charge in e.
CARTESIAN COORDINATES (ANGSTROEM)
C 0.09090 -0.30099 -0.99087  -1.08
C 0.24534 -0.04219 0.45401  0.17
C -0.85570 0.54670 1.26877  -0.43
N -0.81288 -0.88298 1.46031  0.41
N -1.27970 -1.73972 2.25955  -0.39
O -0.76768 -2.87890 2.15872  -0.45
H -0.93940 -0.23088 -1.10687  0.32
H 0.34281 -1.38747 -1.35485  0.25
H 0.73290 0.44123 -1.63824  0.29
H 1.21473 -0.06460 0.81228  0.41
H -0.57556 1.19162 2.12528  0.27
H -1.74770 0.77258 0.61623  0.23

Properties
E_HOMO (eV): -8.8
Frontier orbital gap (eV): 9.3938
Structure (SMILES): C[C@H]1CN1N=O
LUMO (eV): 0.62

Model B:
Density functional theory data (the ωB97M-V functional and the def2-TZVPD basis) for one molecule with the formula C3H6N2O.

Last column: Mulliken charge in e.
CARTESIAN COORDINATES (ANGSTROEM)
C -0.72097 0.46009 2.62211  -0.29
N -1.04926 0.91150 1.50737  -0.37
N -0.42193 0.27728 0.27418  -0.09
C -0.59321 0.91657 -0.95227  0.48
C 0.16729 0.06980 -1.99496  -0.85
O -1.37440 1.79410 -1.10652  -0.50
H -1.25161 0.72760 3.43309  0.31
H 0.05996 -0.19934 2.72549  0.24
H 0.50851 -0.07190 0.31331  0.28
H 0.52477 0.68836 -2.93065  0.27
H -0.54486 -0.66055 -2.55169  0.22
H 1.06637 -0.40556 -1.60788  0.30

Properties
E_HOMO (eV): -9.8
Frontier orbital gap (eV): 10.6500
Structure (SMILES): C=NNC(C)=O
LUMO (eV): 0.82

Stability summary: most stable model B, least stable model A.

Model A:
Density functional theory data (the ωB97M-V functional and the def2-TZVPD basis) for one molecule with the formula C3H6N2O.

Last column: Mulliken charge in e.
CARTESIAN COORDINATES (ANGSTROEM)
H 1.73104 -1.17852 -2.04287  0.19
N 1.38240 -0.64796 -1.26318  -0.57
C 0.12150 -0.56973 -1.05400  -0.09
N -0.17354 -0.05231 0.17263  0.06
C -1.40639 0.55347 0.63937  -0.78
C 1.11692 0.16488 0.81024  0.10
O 1.58171 1.24868 1.02227  -0.49
H -0.70944 -0.87213 -1.70187  0.34
H -1.77208 0.05509 1.54653  0.26
H -2.18928 0.47087 -0.12191  0.27
H -1.25174 1.61204 0.86574  0.31
H 1.56890 -0.78438 1.12706  0.40

Properties
E_HOMO (eV): -9.3
Frontier orbital gap (eV): 10.1165
Structure (SMILES): [H]/N=C/N(C)C=O
LUMO (eV): 0.86

Model B:
Density functional theory data (the ωB97M-V functional and the def2-TZVPD basis) for one molecule with the formula C3H6N2O.

Last column: Mulliken charge in e.
CARTESIAN COORDINATES (ANGSTROEM)
O 1.64672 -0.58932 1.66568  -0.57
C 0.71724 -0.29084 0.94317  0.33
C 0.59758 -0.96456 -0.43549  -0.26
N -0.60420 -0.33020 -1.23201  -0.43
C -1.05495 0.65331 -0.12562  -0.37
N -0.04556 0.90797 0.88695  -0.30
H 1.73822 -0.89232 -0.81560  0.19
H 0.38905 -2.12258 -0.61392  0.23
H -0.27042 0.16000 -2.05315  0.30
H -1.81242 0.51614 0.59378  0.39
H -1.14379 1.64591 -0.75316  0.16
H -0.15746 1.30650 1.93938  0.33

Properties
E_HOMO (eV): -9.6
Frontier orbital gap (eV): 10.3153
Structure (SMILES): O=C1CNCN1
LUMO (eV): 0.76

Stability summary: most stable model A, least stable model B.

Model A:
Density functional theory data (the ωB97M-V functional and the def2-TZVPD basis) for a 2-piece molecular cluster, C5H13N overall.

Last column: Mulliken charge in e.
CARTESIAN COORDINATES (ANGSTROEM)
C -0.71546 -1.83907 2.72601  -0.71
C -0.93231 -1.63448 1.44470  0.11
C -1.74229 -2.50990 0.53977  -1.03
H -0.00298 -1.22063 3.26198  0.25
H -1.17127 -2.61292 3.33326  0.26
H -0.25096 -0.95905 0.93456  0.22
H -1.97692 -2.02050 -0.38237  0.31
H -1.14014 -3.35987 0.21176  0.26
H -2.71540 -2.77098 0.94533  0.33
C 1.17123 2.39644 -0.29008  -0.82
N 1.11237 2.35217 -1.76410  -0.42
C 0.85113 1.02168 -2.29664  -0.72
H 1.82661 1.64861 0.15608  0.29
H 1.40461 3.42529 -0.06748  0.34
H 0.17513 2.22011 0.12790  0.28
H 2.05765 2.59472 -2.03965  0.25
H -0.04551 0.55992 -1.88083  0.23
H 1.68851 0.33075 -2.13586  0.29
H 0.65368 1.08910 -3.36556  0.29

Properties
E_HOMO (eV): -9.0
Frontier orbital gap (eV): 10.0061
Structure (SMILES): C=CC.CNC
LUMO (eV): 0.99

Model B:
Density functional theory data (the ωB97M-V functional and the def2-TZVPD basis) for one molecule with the formula C5H13N.

Last column: Mulliken charge in e.
CARTESIAN COORDINATES (ANGSTROEM)
C -1.11967 -1.76430 -1.60347  -1.00
N -0.86613 -1.37667 -0.17183  -0.32
C -0.66950 0.04441 -0.07577  -1.22
C 0.77841 0.44338 0.53108  0.75
C 0.67185 0.21424 2.09022  -0.99
C 0.99371 1.82152 -0.12370  -1.54
H -1.17445 -2.89266 -1.90531  0.28
H -2.10259 -1.37166 -2.07814  0.28
H -0.44780 -1.33585 -2.31074  0.41
H -0.08493 -1.97883 -0.09384  0.29
H -0.81275 0.54434 -1.10008  0.38
H -1.38528 0.64551 0.60726  0.35
H 1.39685 -0.21058 -0.21215  0.29
H -0.43369 -0.23197 2.15591  0.30
H 1.57032 -0.37218 2.50129  0.29
H 0.58167 1.31409 2.64384  0.26
H 0.05656 2.25468 -0.36451  0.36
H 1.57194 2.40654 0.55726  0.41
H 1.47548 1.84597 -1.04732  0.40

Properties
E_HOMO (eV): -8.8
Frontier orbital gap (eV): 9.9035
Structure (SMILES): CNCC(C)C
LUMO (eV): 1.10

Model C:
Density functional theory data (the ωB97M-V functional and the def2-TZVPD basis) for a 2-piece molecular cluster, C5H13N overall.

Last column: Mulliken charge in e.
CARTESIAN COORDINATES (ANGSTROEM)
C 1.89535 0.42534 1.31806  -1.14
C 1.98173 -0.26014 -0.03479  -0.15
C 0.78556 -0.47757 -0.85243  -0.45
C -0.34512 0.47795 -0.80800  -0.65
N -1.12163 0.43360 0.40855  -0.54
C -1.57771 -0.89766 0.70664  -0.80
H 2.24496 -0.25632 2.09350  0.32
H 2.47517 1.34566 1.34642  0.32
H 0.83747 0.66004 1.50251  0.41
H 2.78739 -0.98284 -0.11027  0.44
H 1.99024 0.52045 -0.88632  0.20
H -1.02192 0.40500 -1.66958  0.47
H 0.83560 -1.11220 -1.73093  0.43
H -3.65279 1.19093 -1.59480  0.20
H 0.10591 1.48636 -0.85446  0.30
H -3.03351 0.93585 -1.29096  -0.21
H -2.09512 -1.42446 -0.13339  0.33
H -2.29955 -0.87396 1.52965  0.29
H -0.79205 -1.59602 1.06061  0.21

Properties
E_HOMO (eV): -6.5
Frontier orbital gap (eV): 5.5532
LUMO (eV): -0.95

Model D:
Density functional theory data (the ωB97M-V functional and the def2-TZVPD basis) for one molecule with the formula C5H13N.

Last column: Mulliken charge in e.
CARTESIAN COORDINATES (ANGSTROEM)
C 1.60260 -1.27564 -0.14802  -1.10
C 0.78554 -1.13059 1.11622  -0.39
C -0.57503 -0.41480 0.77233  -0.85
N -0.50035 0.58218 -0.28865  0.26
C -0.07380 1.86236 0.23949  -1.16
C -1.29758 0.46132 -1.45514  -0.99
H 2.08224 -0.39305 -0.57074  0.27
H 0.91337 -1.68255 -0.89477  0.27
H 2.40662 -2.02527 -0.13646  0.38
H 0.44972 -2.14320 1.37499  0.27
H 1.08747 -0.74502 2.09074  0.33
H -1.25569 -1.16821 0.39035  0.38
H -0.97338 0.03017 1.70275  0.37
H 0.17772 2.55141 -0.57452  0.36
H -0.95421 2.29047 0.75267  0.37
H 0.77734 1.79907 0.91368  0.31
H -2.03851 1.28796 -1.58670  0.35
H -1.93163 -0.41866 -1.34144  0.31
H -0.68244 0.53205 -2.35677  0.26

Properties
E_HOMO (eV): -7.7
Frontier orbital gap (eV): 8.7593
Structure (SMILES): CCCN(C)C
LUMO (eV): 1.04

Stability summary: most stable model D, least stable model C.

Model A:
Density functional theory data (the ωB97M-V functional and the def2-TZVPD basis) for one molecule with the formula C5H13N.

Last column: Mulliken charge in e.
CARTESIAN COORDINATES (ANGSTROEM)
C -1.69625 -1.53444 0.83051  -1.11
C -0.27912 -0.94809 1.00878  -0.52
N -0.02443 0.10224 -0.09040  0.06
C -0.31343 -0.45717 -1.37794  -1.29
C 1.33469 0.69297 -0.07902  -0.80
C 1.06328 2.22661 -0.04875  -1.00
H -1.91552 -2.32357 1.70986  0.29
H -2.40695 -0.66539 0.88025  0.31
H -1.85823 -1.79566 -0.19663  0.34
H 0.44913 -1.78567 1.05156  0.32
H -0.12818 -0.41660 1.94102  0.43
H 0.23182 -0.00101 -2.27405  0.33
H -1.37670 -0.44442 -1.66865  0.38
H 0.03782 -1.51158 -1.59757  0.36
H 1.99247 0.44303 -0.77628  0.65
H 1.82024 0.53079 0.88122  0.34
H 1.71801 2.65990 -0.76785  0.30
H 1.29540 2.72503 0.97481  0.26
H 0.05595 2.50302 -0.40088  0.33

Properties
E_HOMO (eV): -8.5
Frontier orbital gap (eV): 9.6282
Structure (SMILES): CCN(C)CC
LUMO (eV): 1.15

Model B:
Density functional theory data (the ωB97M-V functional and the def2-TZVPD basis) for a 2-piece molecular cluster, C5H13N overall.

Last column: Mulliken charge in e.
CARTESIAN COORDINATES (ANGSTROEM)
C 2.28776 -0.51900 -0.44243  -1.26
C -0.23098 -0.10064 1.47403  -0.36
C -0.32158 -0.89784 0.27233  -0.36
C -1.39601 -0.36710 -0.67420  -0.49
C -1.00022 0.99107 -1.33060  -1.11
N -0.91747 1.12676 1.65089  -0.67
H 2.73695 -0.63644 0.54999  0.31
H 2.84151 0.25594 -0.96933  0.29
H 2.53776 -1.44067 -0.98787  0.34
H -0.09851 -0.65554 2.39908  0.45
H -0.62425 -1.90299 0.56637  0.31
H 1.09558 -0.75745 -0.32192  0.31
H -2.29369 -0.11413 -0.08621  0.34
H -1.59053 -1.09510 -1.45735  0.35
H -0.35616 0.82651 -2.19335  0.30
H -0.53438 1.57622 -0.56033  0.31
H -1.85669 1.53824 -1.72147  0.35
H -0.82204 1.47072 2.60100  0.22
H 0.54296 0.70143 1.23137  0.35

Properties
E_HOMO (eV): -7.3
Frontier orbital gap (eV): 6.1922
LUMO (eV): -1.08

Stability summary: most stable model A, least stable model B.

Model A:
Density functional theory data (the ωB97M-V functional and the def2-TZVPD basis) for one molecule with the formula C5H13N.

Last column: Mulliken charge in e.
CARTESIAN COORDINATES (ANGSTROEM)
C 0.07549 1.53042 2.24697  -1.23
C -0.38101 1.14475 0.80797  -0.27
C 0.48313 0.04981 0.28434  -0.66
N 0.05233 -0.36686 -1.06304  -0.03
C 1.05404 -1.10936 -1.78682  -1.01
C -1.26750 -1.00672 -1.11146  -0.95
H -0.51498 2.37296 2.58401  0.36
H -0.03727 0.68309 2.96668  0.32
H 1.12882 1.87460 2.23167  0.32
H -1.44590 0.80167 0.84078  0.23
H -0.30266 1.99854 0.13209  0.28
H 1.53182 0.42616 0.27697  0.39
H 0.43206 -0.80644 0.94059  0.29
H 1.29642 -2.08422 -1.35301  0.37
H 1.95939 -0.50702 -1.87680  0.30
H 0.67777 -1.37375 -2.75597  0.35
H -2.09535 -0.34293 -0.88802  0.24
H -1.34598 -1.46957 -2.09717  0.34
H -1.30061 -1.81511 -0.37979  0.35

Properties
E_HOMO (eV): -8.2
Frontier orbital gap (eV): 9.3882
Structure (SMILES): CCCN(C)C
LUMO (eV): 1.18

Model B:
Density functional theory data (the ωB97M-V functional and the def2-TZVPD basis) for C5H13N as an isolated structure.

Last column: Mulliken charge in e.
CARTESIAN COORDINATES (ANGSTROEM)
C 0.81108 -1.93830 -0.27113  -0.50
C 0.99857 -1.87835 1.34411  -1.06
C 0.77575 -0.55114 -0.81914  -0.67
N -0.71313 0.18671 -0.21244  -0.54
C -0.67352 1.69495 -0.61030  -0.16
C -1.62374 2.45870 0.35390  -1.32
H 1.57485 -2.58642 -0.63018  0.40
H -0.04267 -2.56297 -0.56394  0.31
H 0.46840 -2.62110 1.93001  0.32
H 0.54096 -0.90366 1.64073  0.28
H 1.98872 -2.08371 1.58821  0.31
H 1.03474 -0.53386 -1.95168  0.32
H 1.46107 0.15209 -0.34573  0.46
H -0.44328 -0.47358 -1.10562  0.15
H 0.33049 2.13833 -0.58431  0.27
H -0.97216 1.73364 -1.62385  0.35
H -2.59539 2.07637 0.47411  0.38
H -1.29785 2.18851 1.33406  0.35
H -1.62292 3.50380 0.05316  0.34

Properties
E_HOMO (eV): -8.9
Frontier orbital gap (eV): 10.0022
LUMO (eV): 1.14

Model C:
Density functional theory data (the ωB97M-V functional and the def2-TZVPD basis) for C5H13N as an isolated structure.

Last column: Mulliken charge in e.
CARTESIAN COORDINATES (ANGSTROEM)
C -2.81397 0.47160 -0.24839  -0.69
N -1.90756 -0.31416 0.50523  -0.75
C 0.72273 0.85868 0.24259  -0.36
C 1.87329 0.04185 0.59064  -0.05
C 1.14025 0.46333 -1.16100  -1.08
C 1.69234 -1.51509 0.68441  -0.86
H -2.75625 0.52180 -1.36713  0.26
H -3.87918 0.09073 0.09310  0.25
H -2.93970 1.61848 0.16476  0.17
H -2.21041 -0.10768 1.50905  0.20
H 0.64399 1.81399 0.71913  0.42
H -0.58081 0.18415 0.50343  0.16
H 2.79308 0.59215 0.65498  0.37
H 0.23163 0.01596 -1.51397  0.39
H 1.29174 1.26154 -1.95501  0.34
H 1.83273 -0.30389 -1.55787  0.36
H 1.84286 -2.08913 -0.29425  0.28
H 2.37601 -1.92850 1.43279  0.34
H 0.64724 -1.67580 0.99752  0.25

Properties
E_HOMO (eV): -6.3
Frontier orbital gap (eV): 5.8755
LUMO (eV): -0.47

Stability summary: most stable model A, least stable model C.